Entry from OMol25: C4H9NO2 in the gas phase (ωB97M-V/def2-TZVPD).

CARTESIAN COORDINATES (ANGSTROEM)
C: -1.60 0.86 1.26
C: -0.74 0.46 0.06
O: -1.60 -0.03 -0.95
C: 0.27 -0.63 0.44
C: 1.21 -0.88 -0.71
N: 2.42 -0.23 -0.79
O: 0.86 -1.63 -1.61
H: -2.39 0.14 1.33
H: -2.02 1.86 1.12
H: -1.01 0.92 2.16
H: -0.23 1.36 -0.30
H: -1.04 -0.50 -1.59
H: -0.33 -1.54 0.53
H: 0.85 -0.47 1.35
H: 2.89 -0.44 -1.66
H: 2.46 0.77 -0.65

Calculated values
SMILES string: C[C@H](O)CC(N)=O
Frontier orbital gap: 10.818 eV
Calculated total energy: -363.0604 hartree
Net charge: 0
HOMO level: -10.0 eV
Energy relative to the best compared isomer or geometry (same formula, charge and spin): 15.8 kcal per mole
E_LUMO: 0.771 eV

***

Entry from OMol25: 2 unconnected molecules or ions with the total composition C4H9NO2 (ωB97M-V/def2-TZVPD).

CARTESIAN COORDINATES (ANGSTROEM)
N: -0.84 0.22 1.87
C: -0.11 1.33 1.73
O: -0.07 2.33 2.48
C: 0.70 1.90 0.72
C: 1.00 -0.34 -1.13
C: -0.24 -1.05 -1.61
O: -0.98 -1.48 -0.46
H: -1.55 0.23 2.59
H: -0.92 -0.44 1.09
H: 0.72 0.62 -0.68
H: 1.76 1.81 1.02
H: 1.65 -0.09 -1.98
H: 1.55 -0.98 -0.43
H: -0.84 -0.35 -2.21
H: 0.01 -1.92 -2.22
H: -1.84 -1.79 -0.77

Calculated values
Frontier orbital gap: 9.277 eV
Calculated total energy: -362.9176 hartree
Net charge: 0
HOMO level: -8.8 eV
Energy relative to the best compared isomer or geometry (same formula, charge and spin): 105.4 kcal per mole
E_LUMO: 0.519 eV

***

Entry from OMol25: C4H9NO2 in the gas phase (ωB97M-V/def2-TZVPD).

CARTESIAN COORDINATES (ANGSTROEM)
C: -1.26 1.43 0.00
C: -0.41 0.21 0.37
C: -1.12 -1.10 0.04
O: -0.34 -2.22 0.40
N: 0.80 0.26 -0.42
C: 1.94 0.09 0.11
O: 3.05 0.14 -0.65
H: -0.74 2.35 0.26
H: -2.23 1.42 0.49
H: -1.41 1.43 -1.09
H: -0.20 0.21 1.46
H: -2.05 -1.18 0.61
H: -1.37 -1.10 -1.03
H: 0.45 -2.20 -0.16
H: 2.16 -0.09 1.16
H: 2.72 0.34 -1.54

Calculated values
SMILES string: C[C@@H](CO)/N=C/O
Frontier orbital gap: 10.912 eV
Calculated total energy: -363.0357 hartree
Net charge: 0
HOMO level: -10.0 eV
Energy relative to the best compared isomer or geometry (same formula, charge and spin): 31.2 kcal per mole
E_LUMO: 0.933 eV

***

Entry from OMol25: C4H9NO2 in the gas phase (ωB97M-V/def2-TZVPD).

CARTESIAN COORDINATES (ANGSTROEM)
C: 1.68 0.26 -0.55
C: 0.52 0.20 0.45
C: -0.54 1.24 0.09
O: -1.54 1.42 1.05
N: 0.02 -1.17 0.36
C: -1.21 -1.58 -0.07
O: -2.28 -1.11 0.25
H: 2.42 -0.53 -0.34
H: 2.20 1.22 -0.53
H: 1.29 0.08 -1.56
H: 0.87 0.41 1.46
H: -0.02 2.20 -0.02
H: -0.96 0.97 -0.90
H: -2.06 0.60 1.06
H: 0.76 -1.81 0.11
H: -1.18 -2.41 -0.81

Calculated values
SMILES string: C[C@@H](CO)NC=O
Frontier orbital gap: 10.675 eV
Calculated total energy: -363.0436 hartree
Net charge: 0
HOMO level: -9.9 eV
Energy relative to the best compared isomer or geometry (same formula, charge and spin): 26.3 kcal per mole
E_LUMO: 0.738 eV

***

Entry from OMol25: a molecular structure, C4H9NO2 (ωB97M-V/def2-TZVPD).

CARTESIAN COORDINATES (ANGSTROEM)
O: -1.56 1.12 -0.27
C: -0.80 1.37 0.70
N: 0.14 0.58 1.20
C: 0.30 -0.69 0.61
C: 1.42 -0.76 -0.42
C: 1.11 0.27 -1.63
O: 1.43 -1.98 -0.90
H: -0.92 2.31 1.43
H: -3.12 -0.13 1.52
H: 0.60 -1.37 1.40
H: -0.66 -1.02 0.13
H: 2.34 -0.47 0.08
H: 0.00 0.24 -1.86
H: 1.40 1.29 -1.48
H: 1.61 -0.09 -2.59
H: -3.32 -0.66 2.08

Calculated values
Frontier orbital gap: 5.833 eV
Calculated total energy: -362.7922 hartree
Net charge: 0
HOMO level: -10.0 eV
Energy relative to the best compared isomer or geometry (same formula, charge and spin): 184.0 kcal per mole
E_LUMO: -4.171 eV

***

Entry from OMol25: C4H9NO2 in the gas phase (ωB97M-V/def2-TZVPD).

CARTESIAN COORDINATES (ANGSTROEM)
C: 0.16 0.11 1.69
C: 0.67 0.32 0.22
C: 1.10 1.81 0.09
O: 0.64 2.57 -0.70
N: -0.30 0.06 -0.84
C: -0.78 -1.32 -0.89
O: -1.57 -1.51 -2.04
H: 0.97 -0.29 2.31
H: -0.69 -0.56 1.74
H: -0.14 1.08 2.07
H: 1.55 -0.31 0.13
H: 1.91 2.03 0.81
H: -1.09 0.67 -0.71
H: -1.45 -1.50 -0.05
H: 0.11 -1.95 -1.03
H: -1.11 -1.22 -2.80

Calculated values
SMILES string: C[C@H](C=O)NCO
Frontier orbital gap: 10.200 eV
Calculated total energy: -363.0070 hartree
Net charge: 0
HOMO level: -9.4 eV
Energy relative to the best compared isomer or geometry (same formula, charge and spin): 49.3 kcal per mole
E_LUMO: 0.847 eV

***

Entry from OMol25: C4H9NO2 in the gas phase (ωB97M-V/def2-TZVPD).

CARTESIAN COORDINATES (ANGSTROEM)
N: 0.48 -2.08 -0.01
C: 0.33 -0.80 -0.70
C: 1.60 -0.15 -1.20
O: 1.85 1.02 -1.11
C: -0.76 0.16 -0.12
C: -0.29 1.20 0.95
O: -1.40 2.09 1.15
H: -0.45 -2.43 0.17
H: 1.12 -2.00 0.76
H: -0.09 -1.04 -1.72
H: 2.26 -0.93 -1.67
H: -1.68 -0.31 0.23
H: -1.20 0.88 -0.81
H: 0.51 1.91 0.84
H: -0.04 0.80 1.95
H: -2.25 1.69 1.30

Calculated values
SMILES string: N[C@H](C=O)CCO
Frontier orbital gap: 10.270 eV
Calculated total energy: -362.9862 hartree
Net charge: 0
HOMO level: -9.6 eV
Energy relative to the best compared isomer or geometry (same formula, charge and spin): 62.3 kcal per mole
E_LUMO: 0.662 eV

***

Entry from OMol25: 2 unconnected molecules or ions with the total composition C4H9NO2 (ωB97M-V/def2-TZVPD).

CARTESIAN COORDINATES (ANGSTROEM)
H: 0.16 0.84 1.36
N: -0.04 -0.13 1.56
C: -0.06 -0.84 0.51
C: 0.38 -0.38 -0.84
O: 0.52 1.01 -0.85
C: 1.55 1.41 -1.73
H: -0.36 -1.89 0.59
H: 1.35 -0.89 -0.99
H: -0.29 -0.73 -1.65
H: 2.52 1.05 -1.36
H: 1.38 1.02 -2.74
H: 1.55 2.50 -1.75
C: -2.14 -0.75 1.99
O: -2.03 -1.67 2.76
H: -2.25 -0.88 0.89
H: -2.23 0.32 2.27

Calculated values
SMILES string: [H]/N=C\COC.C=O
Frontier orbital gap: 10.061 eV
Calculated total energy: -362.9508 hartree
Net charge: 0
HOMO level: -9.3 eV
Energy relative to the best compared isomer or geometry (same formula, charge and spin): 84.5 kcal per mole
E_LUMO: 0.737 eV